[1]
Entry from the OMol25 dataset: a molecular structure, C11H23BF4NO2P2W (ωB97M-V with the def2-TZVPD basis set).

Results
LUMO energy (alpha / beta), eV: -14.13 / -13.86
HOMO (alpha / beta), eV: -19.63 / -19.63
Gap between HOMO and LUMO (alpha / beta), eV: 5.502 / 5.766
DFT total energy, Ha: -1811.2936
ΔE to the lowest compared entry with this formula, charge and spin, kJ/mol: 0.0

The geometry in ORCA input format:
```
! wB97M-V def2-TZVPD RIJCOSX def2/J DEFGRID3
* xyz 3 3
W -0.61 -0.49 0.43
P 0.94 0.70 1.64
C 2.10 -0.58 2.40
C 1.67 -1.98 1.90
N 0.65 -2.14 1.04
C 0.66 -3.14 0.14
C 1.30 -4.32 0.52
C 2.14 -4.31 1.65
C 2.36 -3.13 2.33
C -0.20 -2.93 -1.11
P -0.07 -1.12 -1.71
H 3.09 -3.06 3.13
H 1.12 -5.24 -0.06
H 2.63 -5.23 1.97
H 0.14 -3.57 -1.95
H -1.25 -3.16 -0.83
H 3.17 -0.35 2.25
H 1.93 -0.54 3.49
H 4.42 -0.45 -0.34
O 5.13 -0.49 0.31
H 5.28 0.42 0.55
H 1.81 0.74 -1.70
O 2.57 1.32 -1.58
H 2.65 1.79 -2.41
C 1.29 -1.36 -2.94
H 1.27 -2.34 -3.44
H 1.25 -0.64 -3.78
H 2.32 -1.33 -2.51
C -1.51 -0.82 -2.77
H -1.37 0.19 -3.14
H -1.56 -1.53 -3.62
H -2.46 -0.87 -2.21
C -0.23 0.98 3.05
H 0.39 1.43 3.84
H -1.07 1.67 2.88
H -0.66 0.06 3.45
C 1.81 2.26 1.49
H 1.14 3.10 1.38
H 2.46 2.44 2.35
H 2.42 2.20 0.59
F -1.31 1.27 -0.34
B -2.99 2.06 -0.32
F -3.08 2.55 -1.58
F -3.62 0.89 -0.01
F -2.78 2.97 0.68
*
```


[2]
Entry from the OMol25 dataset: a molecular structure, C19H28Cl5O3PPd (ωB97M-V with the def2-TZVPD basis set).

Results
LUMO energy, eV: 0.12
HOMO, eV: -8.87
Gap between HOMO and LUMO, eV: 8.995
DFT total energy, Ha: -3736.7506
ΔE to the lowest compared entry with this formula, charge and spin, kJ/mol: 65.0

The geometry in ORCA input format:
```
! wB97M-V def2-TZVPD RIJCOSX def2/J DEFGRID3
* xyz 0 1
Pd 1.20 -0.53 -0.17
Cl -0.18 -2.31 -2.85
C 0.71 -0.86 -3.17
C 1.26 -0.15 -2.12
C 2.10 0.91 -2.45
Cl 2.91 1.75 -1.17
C 2.31 1.32 -3.76
Cl 3.33 2.66 -4.11
C 1.67 0.64 -4.79
Cl 1.88 1.15 -6.42
C 0.88 -0.47 -4.50
Cl 0.12 -1.33 -5.78
C 2.33 -2.61 3.00
C 2.87 -1.47 2.16
C 3.96 -0.69 2.87
O 1.74 -0.55 1.92
C 3.44 -2.02 0.83
O 4.40 -2.76 0.92
O 2.86 -1.68 -0.27
H 1.99 -2.24 3.97
H 3.12 -3.35 3.15
H 1.50 -3.09 2.49
H 3.62 -0.34 3.85
H 4.28 0.17 2.26
H 4.83 -1.33 3.00
H 2.09 0.34 2.07
C -3.30 0.76 -1.53
C -1.78 0.72 -1.50
C -1.17 1.99 -2.10
P -0.92 0.30 0.08
C -1.02 1.80 1.17
C -2.31 2.62 1.13
C -0.67 1.48 2.63
C -1.82 -1.04 0.99
C -3.20 -0.70 1.56
C -1.89 -2.34 0.18
H -3.62 1.00 -2.55
H -3.73 1.51 -0.86
H -3.74 -0.21 -1.28
H -1.48 -0.12 -2.14
H -1.51 2.89 -1.59
H -1.48 2.08 -3.15
H -0.08 1.98 -2.08
H -0.22 2.43 0.77
H -3.19 2.04 1.40
H -2.50 3.07 0.15
H -2.23 3.44 1.85
H -1.47 0.93 3.12
H -0.54 2.42 3.18
H 0.23 0.89 2.74
H -1.15 -1.22 1.83
H -3.91 -0.43 0.78
H -3.18 0.11 2.29
H -3.60 -1.58 2.06
H -2.59 -2.25 -0.66
H -2.24 -3.14 0.82
H -0.91 -2.61 -0.22
*
```


[3]
Entry from the OMol25 dataset: C10H10BrOP in the gas phase (ωB97M-V with the def2-TZVPD basis set).

Results
LUMO energy, eV: -0.39
HOMO, eV: -8.71
Gap between HOMO and LUMO, eV: 8.317
DFT total energy, Ha: -3377.5643
ΔE to the lowest compared entry with this formula, charge and spin, kJ/mol: 174.4

The geometry in ORCA input format:
```
! wB97M-V def2-TZVPD RIJCOSX def2/J DEFGRID3
* xyz 0 1
C -3.32 1.50 0.12
C -2.06 1.76 0.60
C -3.46 0.29 -0.51
C -0.95 0.99 0.34
C -2.33 -0.58 -0.77
C -1.05 -0.21 -0.34
C 2.42 -0.49 1.23
C 1.19 -0.93 1.16
C 2.42 -0.34 -1.32
C 3.19 -0.43 -0.04
O -0.03 -2.74 -0.64
P 0.30 -1.34 -0.42
Br 4.61 0.97 0.05
H -4.13 2.24 0.17
H -2.07 2.78 1.16
H -4.48 0.09 -0.89
H 0.11 1.11 0.74
H -2.39 -1.47 -1.22
H 3.02 -0.27 2.11
H 0.52 -1.03 2.09
H 1.97 0.53 -1.58
H 2.67 -0.99 -2.13
H 3.81 -1.47 0.10
*
```


[4]
Entry from the OMol25 dataset: a molecular structure, C45H55IN8O4PSe2W (ωB97M-V with the def2-TZVPD basis set).

Results
LUMO energy (alpha / beta), eV: -9.28 / -9.89
HOMO (alpha / beta), eV: -14.73 / -14.56
Gap between HOMO and LUMO (alpha / beta), eV: 5.449 / 4.675
DFT total energy, Ha: -7994.7836

The geometry in ORCA input format:
```
! wB97M-V def2-TZVPD RIJCOSX def2/J DEFGRID3
* xyz 3 1
W 0.50 -0.30 -0.68
O 0.23 -1.07 1.17
N -0.90 -1.70 1.41
N -1.81 -1.29 0.66
O -1.53 -0.33 -0.21
C -3.16 -1.78 0.79
C -3.37 -3.00 1.43
C -4.68 -3.43 1.57
C -5.73 -2.66 1.10
C -5.49 -1.44 0.48
C -4.19 -0.99 0.32
H -2.54 -3.59 1.79
H -4.87 -4.38 2.06
H -6.75 -3.01 1.22
H -6.32 -0.84 0.13
H -3.98 -0.03 -0.12
C -2.78 0.16 -2.72
N -2.54 -1.27 -2.77
C -3.48 -1.92 -3.70
C -2.81 -3.23 -4.07
N -1.43 -2.99 -3.64
C -0.36 -3.54 -4.47
C -1.37 -1.98 -2.74
N -0.32 -1.88 -1.89
C 0.57 -3.06 -1.90
C 1.17 -3.23 -0.53
N 2.00 -2.05 -0.31
C 3.11 -2.30 0.44
N 3.09 -3.16 1.49
C 1.96 -3.54 2.31
C 4.44 -3.45 1.98
C 5.30 -2.46 1.21
N 4.37 -1.90 0.21
C 4.97 -1.28 -0.95
H -2.71 0.58 -3.73
H -2.09 0.69 -2.07
H -3.80 0.33 -2.36
H -3.63 -1.27 -4.57
H -4.44 -2.06 -3.20
H -2.84 -3.43 -5.14
H -3.23 -4.09 -3.54
H -0.69 -3.47 -5.51
H -0.15 -4.58 -4.24
H 0.54 -2.95 -4.37
H 1.38 -2.92 -2.62
H 0.00 -3.95 -2.15
H 1.76 -4.14 -0.49
H 0.36 -3.35 0.21
H 1.14 -2.86 2.16
H 2.27 -3.48 3.36
H 1.65 -4.57 2.10
H 4.71 -4.49 1.78
H 4.47 -3.29 3.06
H 6.11 -2.97 0.69
H 5.73 -1.67 1.82
H 6.05 -1.36 -0.84
H 4.71 -0.23 -1.04
H 4.68 -1.80 -1.87
I 2.65 1.07 0.74
C 2.77 1.10 2.84
C 3.98 0.59 3.24
C 4.39 0.69 4.58
C 3.57 1.31 5.47
C 2.32 1.85 5.07
C 1.55 2.55 6.04
C 0.36 3.11 5.70
C -0.13 2.95 4.40
C 0.57 2.27 3.42
P -0.39 1.97 1.89
C -0.75 3.63 1.26
C -1.76 3.83 0.32
C -1.98 5.09 -0.22
C -1.17 6.15 0.15
C -0.13 5.95 1.05
C 0.08 4.70 1.60
C -1.91 1.28 2.64
C -1.74 0.20 3.51
C -2.82 -0.39 4.13
C -4.10 0.09 3.91
C -4.28 1.18 3.07
C -3.20 1.77 2.43
C 1.85 1.73 3.73
H 4.64 0.13 2.52
H 5.35 0.29 4.88
H 3.86 1.42 6.51
H 1.94 2.62 7.05
H -0.22 3.66 6.43
H -1.11 3.35 4.16
H -2.38 3.01 -0.01
H -2.79 5.24 -0.92
H -1.35 7.14 -0.26
H 0.50 6.78 1.33
H 0.88 4.57 2.32
H -0.74 -0.16 3.73
H -2.66 -1.22 4.81
H -4.95 -0.36 4.41
H -5.28 1.59 2.91
H -3.37 2.64 1.82
O -0.19 0.17 -4.43
C 0.67 1.08 -5.13
C 1.41 2.01 -4.17
C 2.02 3.12 -5.07
O 0.96 3.84 -5.65
C 2.58 1.38 -3.43
Se 2.32 -0.26 -2.39
C 0.54 2.74 -3.17
Se -0.08 1.88 -1.52
H -0.75 -0.24 -5.11
H 0.08 1.70 -5.81
H 1.42 0.54 -5.71
H 2.67 2.65 -5.82
H 2.65 3.77 -4.45
H 1.30 4.57 -6.16
H 3.00 2.11 -2.72
H 3.38 1.10 -4.12
H -0.39 3.11 -3.59
H 1.08 3.59 -2.77
*
```


[5]
Entry from the OMol25 dataset: 2 unconnected molecules or ions with the total composition C4H8O4 (ωB97M-V with the def2-TZVPD basis set).

Results
LUMO energy, eV: 0.82
HOMO, eV: -10.59
SMILES: CC(=O)O.CC(=O)O
Gap between HOMO and LUMO, eV: 11.407
DFT total energy, Ha: -458.2189
ΔE to the lowest compared entry with this formula, charge and spin, kJ/mol: 37.5

The geometry in ORCA input format:
```
! wB97M-V def2-TZVPD RIJCOSX def2/J DEFGRID3
* xyz 0 1
C -1.33 0.92 3.12
C -0.65 0.47 1.83
O 0.17 -0.45 1.77
O -1.06 1.20 0.78
H -1.23 0.19 3.93
H -0.84 1.87 3.39
H -2.45 1.13 2.78
H -0.49 1.01 -0.07
C 1.27 -0.90 -3.12
C 0.65 -0.45 -1.84
O 0.01 0.61 -1.65
O 0.93 -1.40 -0.88
H 1.02 -0.18 -3.87
H 2.34 -1.00 -3.03
H 0.95 -1.90 -3.26
H 0.62 -1.08 0.01
*
```


[6]
Entry from the OMol25 dataset: a molecular structure, C30H19F12NO2Tc (ωB97M-V with the def2-TZVPD basis set).

Results
LUMO energy, eV: -12.63
HOMO, eV: -17.43
Gap between HOMO and LUMO, eV: 4.795
DFT total energy, Ha: -2637.9493

The geometry in ORCA input format:
```
! wB97M-V def2-TZVPD RIJCOSX def2/J DEFGRID3
* xyz 3 1
Tc 0.69 1.77 0.00
C -4.07 -0.21 -4.82
C -3.01 -0.13 -3.80
C -1.87 -0.94 -3.86
C -0.90 -0.83 -2.90
C -1.02 0.11 -1.80
N -0.05 0.08 -0.86
C 0.52 -1.17 -0.68
C -0.39 -2.27 -0.71
C 0.07 -3.57 -0.63
C 1.44 -3.82 -0.57
C 1.97 -5.21 -0.52
C 2.34 -2.72 -0.53
C 1.91 -1.42 -0.53
C 2.93 -0.30 -0.52
O 2.27 0.90 -0.24
C 3.56 -0.11 -1.93
F 4.33 -1.14 -2.24
F 4.24 1.01 -2.01
F 2.54 -0.06 -2.82
C 3.98 -0.43 0.63
F 3.31 -0.60 1.78
F 4.79 -1.47 0.45
F 4.70 0.67 0.71
C -2.16 1.00 -1.80
C -3.12 0.83 -2.74
C -2.30 2.02 -0.70
O -1.03 2.36 -0.23
C -2.93 3.38 -1.17
F -2.70 4.31 -0.27
F -4.23 3.24 -1.36
F -2.35 3.73 -2.32
C -3.06 1.41 0.52
F -3.14 2.26 1.52
F -2.35 0.33 0.94
F -4.26 1.00 0.17
H -4.12 -1.20 -5.28
H -3.82 0.50 -5.62
H -5.04 0.08 -4.43
H -1.73 -1.62 -4.69
H 0.02 -1.39 -3.01
H -1.45 -2.07 -0.70
H -0.64 -4.39 -0.62
H 1.23 -5.94 -0.82
H 2.29 -5.44 0.50
H 2.86 -5.30 -1.15
H 3.40 -2.94 -0.50
H -4.01 1.45 -2.71
C 0.28 -0.40 5.36
C 0.15 -1.02 4.12
C 0.27 -0.29 2.94
C 0.54 1.07 2.99
C 0.70 1.91 1.85
C 0.96 3.30 1.96
C 1.06 3.89 3.20
C 0.93 3.09 4.33
C 0.67 1.71 4.26
C 0.54 0.95 5.44
H 0.19 -0.98 6.27
H -0.06 -2.08 4.07
H 0.15 -0.79 1.99
H 1.05 3.94 1.07
H 1.25 4.95 3.29
H 1.02 3.55 5.31
H 0.65 1.43 6.40
*
```


[7]
Entry from the OMol25 dataset: a molecular structure, C17H28PRu (ωB97M-V with the def2-TZVPD basis set).

Results
LUMO energy (alpha / beta), eV: -4.21 / -5.19
HOMO (alpha / beta), eV: -10.37 / -11.62
Gap between HOMO and LUMO (alpha / beta), eV: 6.154 / 6.434
DFT total energy, Ha: -1100.3194

The geometry in ORCA input format:
```
! wB97M-V def2-TZVPD RIJCOSX def2/J DEFGRID3
* xyz 1 5
C -1.38 -1.67 -1.20
C -2.72 -1.78 -0.50
C -1.56 -1.24 -2.65
C -0.70 -3.03 -1.15
H -1.76 -2.15 -3.25
H -0.66 -0.76 -3.07
H -2.42 -0.57 -2.78
H -3.37 -2.39 -1.15
H -3.22 -0.81 -0.37
H -2.63 -2.29 0.46
H -1.47 -3.79 -1.34
H -0.26 -3.25 -0.17
H 0.06 -3.13 -1.93
C -0.12 2.41 0.29
C -0.74 2.11 -0.99
C -1.94 1.37 -0.74
H -0.45 2.53 -1.97
C -2.07 1.23 0.68
C -0.96 1.88 1.32
H -0.79 2.00 2.40
H 0.74 3.08 0.45
H -2.72 1.10 -1.47
H -2.93 0.78 1.19
C 2.38 -0.52 0.58
C 2.34 0.74 -0.09
C 1.89 0.52 -1.44
H 2.73 1.69 0.33
C 1.62 -0.88 -1.59
C 1.90 -1.52 -0.33
H 1.89 -2.61 -0.16
H 2.75 -0.68 1.60
H 1.92 1.26 -2.26
H 1.41 -1.41 -2.54
Ru 0.03 0.07 -0.20
C -0.10 -1.30 4.63
P -0.01 -0.80 2.94
C 1.05 -2.41 2.64
C -1.93 -0.61 3.03
H 0.92 -1.57 4.97
H -0.74 -2.18 4.65
H -0.61 -0.46 5.16
H 0.75 -3.16 3.42
H 1.12 -2.76 1.61
H 2.06 -2.03 2.88
H -2.32 -1.11 3.95
H -2.05 0.48 3.14
H -2.41 -0.90 2.06
*
```


[8]
Entry from the OMol25 dataset: C5H8N2O in the gas phase (ωB97M-V with the def2-TZVPD basis set).

Results
LUMO energy, eV: 0.78
HOMO, eV: -9.63
SMILES: [H]/N=C(/CC=C)C(N)=O
Gap between HOMO and LUMO, eV: 10.401
DFT total energy, Ha: -380.0575
ΔE to the lowest compared entry with this formula, charge and spin, kJ/mol: 80.6

The geometry in ORCA input format:
```
! wB97M-V def2-TZVPD RIJCOSX def2/J DEFGRID3
* xyz 0 1
H 2.06 -0.46 1.63
N 1.50 -1.05 1.02
C 0.36 -0.59 0.72
C -0.59 -1.38 -0.12
C -0.93 -0.71 -1.41
C -0.21 0.23 -2.00
C -0.21 0.73 1.22
N 0.68 1.75 1.22
O -1.34 0.84 1.63
H -0.16 -2.37 -0.31
H -1.51 -1.51 0.46
H -1.85 -1.05 -1.88
H -0.50 0.67 -2.93
H 0.72 0.58 -1.58
H 0.38 2.66 1.52
H 1.59 1.66 0.80
*
```


[9]
Entry from the OMol25 dataset: a molecular structure, C31H27Cl3CrINO2PS (ωB97M-V with the def2-TZVPD basis set).

Results
LUMO energy (alpha / beta), eV: -2.83 / -3.16
HOMO (alpha / beta), eV: -10.58 / -10.59
Gap between HOMO and LUMO (alpha / beta), eV: 7.747 / 7.430
DFT total energy, Ha: -4864.8701
ΔE to the lowest compared entry with this formula, charge and spin, kJ/mol: 84.9

The geometry in ORCA input format:
```
! wB97M-V def2-TZVPD RIJCOSX def2/J DEFGRID3
* xyz 1 5
Cr -0.11 -0.33 0.12
I 0.91 3.11 1.42
C -0.28 4.62 0.50
C 0.35 5.83 0.37
C -0.35 6.95 -0.08
C -1.69 6.85 -0.30
C -2.36 5.61 -0.17
C -3.76 5.58 -0.35
C -4.45 4.41 -0.27
C -3.73 3.22 -0.09
C -2.37 3.19 0.11
P -1.80 1.42 0.17
C -2.58 0.85 -1.39
C -1.74 1.04 -2.50
C -2.13 0.65 -3.76
C -3.37 0.04 -3.95
C -4.19 -0.17 -2.86
C -3.80 0.21 -1.59
C -2.65 0.88 1.70
C -1.75 0.76 2.76
C -2.18 0.41 4.02
C -3.52 0.16 4.25
C -4.42 0.25 3.20
C -4.00 0.61 1.93
C -1.64 4.42 0.16
H 1.38 5.91 0.65
H 0.17 7.88 -0.20
H -2.27 7.72 -0.58
H -4.27 6.52 -0.53
H -5.52 4.38 -0.37
H -4.28 2.29 -0.13
H -0.78 1.53 -2.35
H -1.47 0.80 -4.61
H -3.67 -0.27 -4.93
H -5.15 -0.65 -2.99
H -4.45 -0.01 -0.75
H -0.70 0.96 2.60
H -1.47 0.33 4.83
H -3.86 -0.13 5.23
H -5.47 0.04 3.37
H -4.74 0.66 1.15
C 4.53 -0.02 0.24
C 3.82 0.48 -0.84
C 2.45 0.56 -0.76
N 1.74 0.14 0.31
C 2.44 -0.30 1.37
C 3.82 -0.40 1.37
H 5.61 -0.10 0.21
H 4.32 0.80 -1.74
H 1.87 0.96 -1.59
H 1.86 -0.60 2.24
H 4.32 -0.77 2.25
C 1.60 -3.40 -0.40
S 0.92 -2.15 -1.53
C -0.52 -3.03 -2.21
H 0.91 -3.57 0.43
H 2.54 -3.00 -0.02
H 1.78 -4.31 -0.95
H -0.17 -3.84 -2.84
H -1.07 -2.30 -2.80
H -1.13 -3.40 -1.39
Cl -4.07 -2.92 0.24
C -2.71 -3.13 1.35
Cl -3.24 -2.92 3.02
Cl -1.99 -4.74 1.14
C -1.63 -2.10 1.03
O -0.61 -2.05 1.71
O -1.82 -1.36 0.03
*
```


no.,strongest force on any atom (eV/A)
1,5.18
2,0.46
3,5.40
4,1.09
5,2.89
6,1.02
7,3.23
8,0.66
9,2.65